{"formula": "C23H27BrN5O2SSe2Te2Ti", "method": "wB97M-V/def2-TZVPD", "multiplicity": 2, "lumo_energy_ev": [-0.14, -0.11], "orbital_gap_ev": [6.1430, 6.1848], "total_charge": 0, "s2": 0.76, "relative_energy_kcal_mol": 5.8, "elements": ["Ti", "C", "C", "N", "C", "C", "S", "C", "C", "N", "H", "H", "H", "H", "H", "H", "H", "H", "H", "H", "H", "H", "H", "H", "N", "C", "C", "C", "C", "C", "N", "C", "C", "C", "C", "C", "N", "H", "H", "H", "H", "H", "H", "H", "H", "H", "Se", "Te", "Te", "Se", "Br", "C", "C", "C", "C", "C", "C", "C", "O", "O", "H", "H", "H", "H"], "positions_angstrom": [[0.8748, 1.0945, -0.0177], [-1.5403, 3.6219, 0.5460], [-1.4516, 3.0758, 1.9612], [-1.4240, 1.6142, 1.9993], [-2.7324, 0.9811, 2.0356], [-3.4959, 1.0138, 0.7084], [-2.5131, 0.4745, -0.7166], [-2.4787, 1.9196, -1.8167], [-1.2710, 2.8716, -1.7417], [-0.6463, 2.9520, -0.4173], [-1.3279, 4.6971, 0.5637], [-2.5597, 3.5152, 0.1804], [-2.3014, 3.4751, 2.5373], [-0.5409, 3.4406, 2.4245], [-0.8892, 1.3297, 2.8117], [-3.3868, 1.4533, 2.7882], [-2.5945, -0.0603, 2.3406], [-3.8853, 2.0086, 0.5009], [-4.3557, 0.3475, 0.7879], [-3.4147, 2.4539, -1.6474], [-2.5348, 1.5141, -2.8267], [-1.6360, 3.8630, -2.0448], [-0.5032, 2.5729, -2.4573], [0.1816, 3.5411, -0.5342], [1.6264, -0.5868, 2.5879], [0.3629, -1.1643, 2.4285], [-0.2983, -1.7128, 3.5311], [-1.4719, -2.3983, 3.3031], [-1.9524, -2.5215, 2.0020], [-1.2636, -1.8761, 0.9957], [-0.1452, -1.1748, 1.2045], [2.6311, -0.7702, 1.6281], [3.8435, -1.3457, 1.9985], [4.7715, -1.6231, 1.0180], [4.4535, -1.3559, -0.3089], [3.2518, -0.7447, -0.5800], [2.3632, -0.4036, 0.3718], [1.9676, -0.5731, 3.5373], [0.1257, -1.6304, 4.5228], [-1.9978, -2.8573, 4.1298], [-2.8487, -3.0803, 1.7805], [-1.6226, -1.8900, -0.0251], [4.0257, -1.5880, 3.0359], [5.7193, -2.0738, 1.2783], [5.1326, -1.5848, -1.1156], [2.9788, -0.4827, -1.5949], [1.8733, 2.3812, 2.1467], [2.1854, 4.8160, 1.6975], [2.4129, 4.7291, -1.0835], [2.7255, 2.2793, -1.2178], [0.7256, -5.0677, -0.9238], [0.5375, -3.8387, -2.3571], [0.3999, -4.3122, -3.6516], [0.2604, -3.4001, -4.6897], [0.2586, -2.0380, -4.4344], [0.3932, -1.5808, -3.1300], [0.5352, -2.4843, -2.0818], [0.3817, -0.0995, -2.8491], [0.3267, 0.7304, -3.7235], [0.4151, 0.1241, -1.5513], [0.4008, -5.3757, -3.8443], [0.1516, -3.7622, -5.7032], [0.1552, -1.3131, -5.2299], [0.6354, -2.1206, -1.0680]]}